No. 1
Entry from the OMol25 dataset: a molecular structure, C30H52BeBr4ClF2N6O8PS (ωB97M-V with the def2-TZVPD basis set).

The geometry in XYZ format:
```
106
Properties=species:S:1:pos:R:3:forces:R:3
C 2.9784 -2.4864 -5.6205 0.0 4.6 0.3
C 1.7168 -1.9513 -4.7873 0.7 -1.3 0.1
C 2.2483 -0.9796 -3.6634 -0.4 -1.1 -1.6
Cl 3.2242 0.2877 -4.5587 -0.5 -0.4 0.8
N 1.1655 -0.3460 -2.8592 1.3 0.1 0.2
C -0.2329 -0.3818 -3.3084 -1.6 0.0 -0.7
C -1.0109 -1.7287 -3.0541 -0.3 0.0 0.2
C -0.7177 -2.4757 -1.7280 -0.3 -0.8 0.7
O 0.2671 -2.3805 -1.0291 -0.1 0.4 -1.1
N -1.7346 -3.4669 -1.3101 -0.2 1.2 -0.7
C -2.6987 -2.8613 -0.4214 -2.0 1.1 1.9
C -3.8181 -2.0182 -0.8795 0.2 -0.2 1.9
C -4.7340 -1.3946 0.0857 1.6 -0.8 1.3
C -4.5637 -1.5673 1.5438 1.9 -1.2 -2.1
C -3.4533 -2.4351 1.9801 -0.9 0.9 -1.6
C -2.5467 -3.0519 1.0234 -1.3 0.9 -0.6
C 1.5653 0.2829 -1.7588 0.1 -0.1 0.9
N 2.9282 0.3087 -1.4278 -1.6 0.0 0.8
C 3.2524 1.0958 -0.2194 -0.4 0.7 1.8
C 4.7447 1.0094 0.2469 -0.2 -0.2 0.1
C 2.2519 0.5786 0.9228 0.9 0.6 -0.4
C 2.3909 -0.9635 1.2072 0.2 0.0 1.5
C 2.7420 -1.2383 2.7477 1.2 -0.9 -1.1
C 4.2459 -0.8527 3.0652 -1.7 0.6 -0.1
F 4.5625 -1.3669 4.3388 0.0 0.4 -1.1
C 0.8570 1.1000 0.4561 0.4 -0.2 0.2
P -0.6498 0.4937 1.3971 -3.1 2.3 2.1
N -1.3289 1.7275 2.1289 1.2 -1.2 -0.4
O -0.3528 -0.6338 2.5809 -0.2 -0.3 -2.2
O -1.7525 -0.0213 0.2668 1.9 -0.3 0.5
N 0.5746 0.9748 -0.9979 2.7 0.6 -1.4
C 0.4864 2.3444 -1.6695 -1.2 -0.2 -1.2
C -0.9864 2.9112 -1.6380 -0.3 0.7 -0.1
C -1.1291 4.4006 -1.1368 -0.3 0.8 0.1
C -1.3179 4.5380 0.4315 -0.9 -0.6 -0.8
C 0.0065 5.3824 -1.6236 -0.3 -0.1 1.0
H 2.9479 -1.9495 -6.5994 0.4 -0.9 0.9
H 3.9418 -2.3598 -5.0822 -0.8 0.1 -0.7
H 2.8648 -3.6874 -5.8643 -0.4 -0.1 -1.8
H 1.0303 -1.4561 -5.5182 0.5 -0.4 0.8
H 1.2546 -2.8715 -4.3276 0.1 1.1 -0.2
H 2.9087 -1.6339 -3.0286 -0.5 1.1 -0.5
H -0.8692 0.4440 -2.8866 1.2 -0.8 0.0
H -0.2738 -0.1888 -4.4197 0.4 -0.2 1.2
H -2.1122 -1.4883 -3.0708 1.1 -0.3 0.0
H -0.8537 -2.4546 -3.8964 -0.1 0.5 0.9
H -1.2738 -4.2716 -0.8808 0.0 0.6 0.1
H -3.9860 -1.8179 -1.9663 0.2 -0.4 1.1
H -5.5724 -0.7330 -0.2377 0.8 -0.8 0.0
H -5.2494 -1.0583 2.2840 1.4 -0.7 -1.2
H -3.3311 -2.5588 3.0818 0.1 -0.1 -1.1
H -1.6976 -3.6797 1.3762 -0.8 0.5 -0.2
H 3.3408 -0.6165 -1.2873 0.0 0.2 -0.9
H 3.0313 2.1923 -0.3723 0.1 -1.2 -0.2
H 5.0342 -0.0735 0.3253 0.1 1.0 -0.3
H 5.4476 1.6013 -0.3978 -0.7 -0.9 0.4
H 4.8441 1.4248 1.2904 -0.3 -0.3 -1.1
H 2.5394 1.1734 1.8398 -0.5 -0.7 -0.8
H 1.4322 -1.5062 1.0276 0.9 0.4 -0.2
H 3.2294 -1.4682 0.6409 -1.0 0.6 0.3
H 2.7112 -2.3639 2.8443 -0.3 1.2 0.3
H 2.0328 -0.7395 3.4484 0.6 -0.5 -0.6
H 4.2770 0.2737 3.0952 0.5 -1.1 0.2
H 4.9466 -1.2338 2.2747 -0.5 0.1 1.0
H 0.8820 2.2112 0.6608 -0.5 -1.3 0.1
H -1.3617 1.4986 3.1349 -0.2 0.4 -0.6
H -1.1048 -1.2651 2.6186 0.4 0.3 -0.1
H -2.5172 0.5835 0.2857 0.3 -0.2 0.5
H 0.7237 2.1518 -2.7575 -0.1 0.4 1.1
H 1.2732 3.0534 -1.3112 -0.8 -0.6 0.0
H -1.7008 2.2779 -1.0429 1.0 0.4 -0.4
H -1.3888 2.8873 -2.6942 0.5 0.0 1.0
H -2.0968 4.7876 -1.5775 1.0 -0.5 0.3
H -1.4973 5.6071 0.7315 0.5 -1.0 -0.3
H -2.2780 3.9909 0.6656 1.1 0.4 0.1
H -0.5034 4.0448 1.0213 -0.7 0.6 -0.4
H -0.3679 6.4271 -1.4362 0.5 -1.0 -0.4
H 0.3032 5.2685 -2.6955 -0.2 0.1 0.9
H 0.8810 5.2443 -0.9201 -0.6 0.2 -1.0
C 7.0938 1.6221 -3.9345 0.1 0.1 -0.6
Br 8.3340 1.2008 -5.3365 -0.2 0.0 0.4
Br 6.7313 0.0935 -2.8006 0.0 0.0 0.1
Br 7.6535 3.1625 -2.9006 -0.1 -0.2 0.0
H 6.1562 1.8859 -4.4160 0.1 0.0 0.0
F 4.0835 -3.7219 -7.0323 -0.1 0.0 -0.3
C -2.8659 4.3952 5.3044 0.2 -0.5 -0.1
C -2.3895 3.0036 5.1338 -0.2 0.7 0.1
N -2.0204 1.9261 4.9989 -0.1 0.0 0.3
H -3.5287 4.4561 6.1671 0.0 0.0 0.0
H -2.0169 5.0602 5.4593 0.0 -0.1 0.0
H -3.4090 4.7113 4.4143 0.0 -0.1 0.0
C -5.1907 -3.1030 6.7943 0.0 -0.6 0.3
C -5.0212 -3.8284 5.4745 0.6 0.1 0.0
O -6.2201 -3.5472 4.7456 -0.4 0.6 0.3
S -6.7502 -2.0789 5.1449 0.3 -0.8 1.0
O -6.2988 -1.1432 4.1424 -0.3 -0.1 0.7
O -8.1085 -2.1787 5.5320 0.3 0.3 -0.5
O -5.8444 -1.8733 6.4615 -0.1 0.1 -0.9
H -5.8397 -3.6607 7.4733 0.0 0.0 0.0
H -4.2379 -2.9083 7.2834 -0.1 0.3 -0.1
H -4.8910 -4.9011 5.6016 -0.3 0.0 -0.1
H -4.1787 -3.4255 4.9079 0.0 -0.1 0.1
Be -7.3214 -1.4994 2.3306 -0.9 0.0 -0.5
Br 3.2658 -4.8170 -4.9406 0.0 -2.4 2.0
O 6.2276 1.6248 -7.7476 0.0 0.2 0.2
H 5.5647 1.0431 -7.3680 -0.2 -0.3 0.0
```
Positions in Å, forces in eV/Å.

highest occupied orbital energy: -5.23 eV
E_tot: -13814.45923 Ha
F_max: 4.580 eV/Å



No. 2
Entry from the OMol25 dataset: 3 unconnected molecules or ions with the total composition C30H52BrClINO13S2 (ωB97M-V with the def2-TZVPD basis set).

The geometry in XYZ format:
```
101
Properties=species:S:1:pos:R:3:forces:R:3
C 6.1295 -0.5038 1.4890 -0.2 -0.1 0.0
C 5.1735 0.6088 2.2121 2.1 0.5 -1.8
I 4.5072 -0.1830 4.1205 -0.1 0.3 -0.4
C 4.0710 1.2407 1.2586 -1.3 0.2 0.5
C 2.5610 0.6450 1.4417 2.4 -0.8 -0.8
C 2.5530 -0.9780 1.2210 0.4 0.2 1.5
O 1.9315 -1.3333 -0.0328 -0.8 -1.1 1.5
C 1.0992 -2.4949 0.0593 -0.2 0.3 -0.1
O 1.6645 -3.5856 -0.7489 -2.1 0.3 2.1
C 0.8796 -4.7532 -0.3058 0.6 -0.6 -0.5
C 1.6413 -5.6238 0.8070 -0.4 -0.7 -0.4
O 1.3356 -5.2351 2.1735 0.9 0.3 -0.5
O 1.8179 1.2092 0.3622 -0.5 0.4 1.3
C 0.4190 1.3867 0.5194 -2.0 0.4 -1.3
C -0.3086 0.7696 1.7789 -0.2 -0.9 0.5
O -0.2165 1.6006 3.0058 -1.7 -2.2 0.6
C -1.0229 0.8527 3.9471 -2.2 -2.2 3.4
C -2.5614 1.0669 4.0944 1.1 -1.6 1.2
C -3.4535 0.2448 5.0614 4.3 -1.3 0.0
C -2.7576 -0.8671 5.9250 1.9 1.8 -2.0
C -1.2241 -1.1179 5.8369 -2.1 2.8 -2.4
C -0.3964 -0.2542 4.8423 -2.4 0.4 0.1
C 0.1016 2.9705 0.2606 1.8 0.4 1.8
C -1.3368 3.4506 0.7395 -0.1 0.4 -0.5
C -2.6042 2.6102 0.3142 -2.9 1.6 2.0
O -3.7155 2.9227 0.8492 4.1 -1.4 -2.0
C 1.1345 3.7870 1.2484 -0.6 1.8 0.4
C 2.2257 4.6342 0.4113 2.8 -2.3 -1.7
O 3.2203 4.1567 -0.1598 -3.8 1.8 2.4
Cl 2.0041 6.4705 0.2368 -0.2 -1.5 0.4
N 0.5084 3.4211 -1.1057 -1.2 -0.5 -0.7
C -0.5547 3.2514 -2.1312 -1.0 -1.0 0.0
C -0.0384 3.1668 -3.6482 -1.8 -0.2 -0.3
C -0.5712 1.7710 -4.2885 1.1 0.4 -0.4
Br -2.5867 1.6992 -4.3446 1.1 0.1 0.1
H 5.6048 -1.0270 0.6216 0.5 0.8 1.2
H 7.0627 0.0086 1.0380 -1.5 -0.8 0.9
H 6.4243 -1.3217 2.2424 -0.2 1.4 -1.2
H 5.9083 1.4642 2.4697 -1.4 -1.4 0.0
H 3.9682 2.3544 1.5512 0.3 -1.7 -0.9
H 4.3390 1.1152 0.1425 -0.2 0.3 1.9
H 2.2694 0.9532 2.4991 -0.3 -0.5 -1.5
H 2.0111 -1.3934 2.1528 0.6 0.2 -1.6
H 3.5970 -1.4343 1.2327 -1.2 0.8 0.1
H 0.9644 -2.9224 1.1084 0.4 1.0 -1.1
H 0.0462 -2.1890 -0.3188 1.6 -0.6 0.2
H 0.7462 -5.3974 -1.2426 0.2 0.8 1.4
H -0.1647 -4.4153 0.0344 1.5 -0.7 -0.3
H 2.7785 -5.6073 0.6720 -1.7 0.0 -0.3
H 1.2504 -6.7064 0.6858 0.7 1.6 0.1
H 2.1781 -5.0519 2.6418 -0.9 -0.2 -0.5
H -0.0757 0.8751 -0.4015 0.7 0.4 1.5
H -1.4441 0.5797 1.6429 1.8 0.5 -0.4
H 0.0957 -0.2659 2.1059 -0.4 1.6 -1.0
H -3.0467 1.8672 3.4371 0.7 -1.2 1.0
H -4.5907 0.3801 5.1477 2.1 0.0 -0.3
H -3.3837 -1.5154 6.6272 1.0 1.1 -1.2
H -0.7283 -1.9457 6.4635 -0.9 1.6 -1.2
H 0.7271 -0.4583 4.7561 -1.8 0.4 0.1
H -1.3493 3.5714 1.8889 0.0 -0.5 -1.9
H -1.4879 4.5272 0.3386 0.1 -1.7 0.5
H -2.5825 1.7590 -0.4472 0.2 1.0 0.8
H 0.5399 4.5945 1.8277 0.9 -1.4 -1.0
H 1.5941 3.1245 2.0523 -0.2 0.9 -1.3
H 1.3183 2.8973 -1.4662 -0.2 0.2 0.8
H -1.0733 2.2346 -1.9126 0.5 1.5 -0.6
H -1.3805 4.0544 -2.0256 1.5 -1.2 -0.2
H -0.6086 3.9856 -4.2309 1.3 -1.2 0.8
H 1.0853 3.2959 -3.7864 -1.5 -0.3 0.3
H -0.2513 1.6626 -5.3919 -0.5 0.1 1.9
H -0.2584 0.8583 -3.6791 -0.4 1.3 -0.9
C -6.6493 1.5809 1.6519 -0.3 -0.1 0.3
C -6.7235 2.5610 0.4963 0.8 0.0 0.7
O -7.8289 2.2760 -0.3631 -1.1 0.2 -0.3
S -9.3091 2.7211 0.1100 0.4 -0.3 -0.5
C -10.1157 2.4940 -1.4503 0.1 -0.1 -0.1
O -9.2974 4.1258 0.4244 0.0 -0.7 0.2
O -9.8157 1.7397 1.0330 0.2 0.7 -0.2
H -7.4928 1.7132 2.3336 0.1 0.0 0.0
H -5.7287 1.7259 2.2210 0.0 0.0 -0.2
H -6.6859 0.5506 1.2888 0.1 0.1 0.0
H -6.7667 3.5932 0.8552 -0.2 -0.1 -0.1
H -5.8195 2.4681 -0.1083 -0.4 0.0 -0.1
H -9.6982 3.1976 -2.1691 0.0 -0.1 0.1
H -11.1787 2.6872 -1.3085 0.1 0.0 0.1
H -9.9649 1.4657 -1.7782 0.0 0.1 0.1
C 6.6613 -5.1563 -5.3445 0.1 0.3 0.1
C 5.2276 -5.3417 -5.8055 0.8 -0.2 -0.6
O 4.2981 -5.0396 -4.7666 -0.5 0.6 0.3
S 3.9896 -3.4860 -4.4341 -0.4 -0.5 0.3
C 2.5560 -3.7546 -3.4303 0.1 -0.2 -0.3
O 3.5891 -2.8195 -5.6463 0.6 -0.1 0.4
O 5.0439 -2.9738 -3.5984 -0.3 0.0 -0.6
H 6.8806 -4.1025 -5.1588 0.0 -0.1 0.0
H 7.3599 -5.5185 -6.1020 -0.1 0.0 0.0
H 6.8396 -5.6930 -4.4094 0.0 0.0 -0.1
H 5.0186 -4.7444 -6.6979 -0.1 0.1 0.2
H 5.0712 -6.3894 -6.0751 -0.3 0.1 0.2
H 1.7718 -4.1939 -4.0460 0.1 0.0 0.0
H 2.2329 -2.7902 -3.0420 0.2 -0.1 0.0
H 2.8216 -4.4155 -2.6075 0.0 0.2 -0.1
```
Positions in Å, forces in eV/Å.

highest occupied orbital energy: -9.11 eV
E_tot: -6335.05913 Ha
F_max: 4.863 eV/Å



- Which value of E_tot does entry 2 give?
  -6335.05913 Ha